Entry 1:
Entry from OMol25: a cluster of 4 separate species, C48H38O8Si in total at a distorted geometry (ωB97M-V with the def2-TZVPD basis set).

Positions of all 95 atoms, in Å:
O  1.741021  -5.541703  1.070472
C  1.727251  -6.466159  1.855893
C  2.045060  -7.853092  1.415754
C  2.385420  -8.080257  0.088560
C  2.714137  -9.357404  -0.330558
C  2.705497  -10.413768  0.574245
C  2.354853  -10.195372  1.895074
C  2.019421  -8.916770  2.320435
C  1.628966  -8.704261  3.743072
O  1.557514  -9.635325  4.516306
C  1.332879  -7.312817  4.187371
C  1.000300  -7.083374  5.515965
C  0.747252  -5.794364  5.951468
C  0.825573  -4.727734  5.062006
C  1.146274  -4.951824  3.734736
C  1.397320  -6.243916  3.291190
H  2.394403  -7.253549  -0.607399
H  2.981927  -9.532300  -1.363788
H  2.972140  -11.409283  0.246070
H  2.340867  -11.011952  2.602713
H  0.944830  -7.916617  6.201789
H  0.490855  -5.617127  6.987172
H  0.634542  -3.720519  5.406883
H  1.205796  -4.128266  3.037035
O  -5.518846  2.330360  4.624210
C  -6.014626  3.213550  3.957567
C  -6.813815  4.299544  4.590916
C  -6.969958  4.307009  5.970833
C  -7.682879  5.325175  6.579055
C  -8.242534  6.341688  5.812120
C  -8.101059  6.332482  4.435593
C  -7.390912  5.310632  3.819121
C  -7.263670  5.309298  2.334645
O  -7.805930  6.157610  1.659535
C  -6.445422  4.235011  1.702902
C  -6.282788  4.231847  0.322951
C  -5.504192  3.259171  -0.277719
C  -4.883843  2.282916  0.496619
C  -5.054330  2.274157  1.869131
C  -5.836282  3.247496  2.478069
H  -6.528694  3.516096  6.560300
H  -7.801290  5.331089  7.654125
H  -8.791136  7.141309  6.291106
H  -8.537525  7.115815  3.832586
H  -6.764694  4.995286  -0.270985
H  -5.374815  3.261211  -1.351682
H  -4.272130  1.529118  0.025084
H  -4.580690  1.516162  2.477762
O  4.266341  2.591915  -7.508657
C  4.663388  3.045433  -6.455936
C  5.845580  3.952561  -6.410963
C  6.480357  4.295179  -7.597798
C  7.560034  5.160472  -7.578437
C  8.010582  5.689007  -6.373246
C  7.389832  5.341038  -5.186467
C  6.308932  4.469092  -5.199354
C  5.664084  4.093210  -3.908819
O  6.098897  4.503135  -2.853501
C  4.469765  3.204250  -3.956070
C  3.830103  2.867126  -2.770324
C  2.703965  2.063016  -2.795715
C  2.210339  1.592064  -4.008496
C  2.849692  1.916451  -5.192289
C  3.982769  2.719351  -5.172248
H  6.121696  3.883448  -8.530343
H  8.051615  5.428293  -8.504009
H  8.848837  6.372541  -6.361799
H  7.737215  5.743009  -4.245429
H  4.217529  3.239102  -1.832594
H  2.205554  1.803804  -1.870851
H  1.326050  0.968501  -4.026691
H  2.473749  1.551282  -6.137481
C  -2.070857  2.869307  -1.408721
C  -1.344435  1.613068  -1.011702
O  -0.267248  1.666154  -0.423417
O  -1.906938  0.434981  -1.396991
C  -2.173859  -0.500014  -0.346336
C  -0.948827  -1.235549  0.192492
C  0.096949  -1.518165  -0.867868
C  1.421473  -2.037194  -0.284420
Si  2.766450  -1.754955  -1.578638
H  -2.504228  3.345745  -0.541968
H  -1.310773  3.542176  -1.785722
H  -2.799648  2.719732  -2.193086
H  -2.843393  -1.228365  -0.784484
H  -2.709302  -0.034430  0.475858
H  -1.309733  -2.198200  0.548496
H  -0.524292  -0.730459  1.052531
H  0.285305  -0.647709  -1.483207
H  -0.290537  -2.290990  -1.528105
H  1.670743  -1.504550  0.627923
H  1.331904  -3.088723  -0.031985
H  2.077835  -1.645429  -2.883864
H  3.410067  -0.450939  -1.304257
H  3.794399  -2.815050  -1.561323

Atomic forces in eV per Å
O 0.0 0.0 -0.1
C 0.0 0.1 -0.1
C 0.0 0.0 0.1
C 0.0 -0.1 -0.1
C 0.0 0.0 0.0
C 0.0 0.0 0.0
C 0.0 -0.1 -0.1
C 0.0 0.1 0.0
C 0.0 -0.1 0.1
O 0.0 0.0 0.0
C 0.0 0.0 -0.1
C 0.0 0.1 0.1
C 0.0 0.0 0.0
C 0.0 0.0 0.0
C 0.0 0.1 0.1
C 0.0 -0.1 0.0
H 0.0 0.1 0.1
H 0.0 0.0 0.0
H 0.0 0.0 0.0
H 0.0 0.0 0.1
H 0.0 -0.1 -0.1
H 0.0 0.0 0.0
H 0.0 0.0 0.0
H 0.0 0.0 -0.1
O 0.0 0.0 0.0
C 0.1 -0.1 0.1
C 0.0 0.0 -0.1
C 0.0 0.0 0.1
C 0.0 0.0 0.0
C 0.0 0.0 0.0
C -0.1 0.1 0.1
C 0.1 -0.1 0.0
C -0.1 0.1 -0.1
O 0.0 0.0 0.0
C 0.0 0.0 0.1
C 0.0 0.0 -0.1
C 0.0 0.0 0.0
C -0.2 0.1 0.0
C 0.1 -0.1 -0.1
C -0.1 0.1 0.0
H 0.1 0.0 -0.1
H 0.0 0.0 0.0
H 0.0 0.0 0.0
H 0.0 0.0 -0.1
H 0.0 0.1 0.1
H 0.0 0.0 0.0
H 0.0 -0.1 -0.1
H 0.0 0.0 0.1
O 0.0 0.0 0.0
C -0.1 -0.1 -0.1
C 0.0 0.0 0.1
C 0.1 0.1 -0.1
C 0.0 0.0 0.0
C 0.0 0.0 0.0
C 0.1 0.1 0.0
C -0.1 -0.1 -0.1
C 0.0 0.0 0.1
O 0.0 0.0 0.0
C 0.0 0.0 -0.1
C -0.1 0.0 0.1
C -0.1 0.0 0.0
C 0.0 0.0 0.1
C -0.1 -0.1 0.0
C 0.1 0.1 0.1
H -0.1 0.0 0.0
H 0.0 0.0 0.0
H 0.0 0.0 0.0
H -0.1 0.0 0.1
H 0.1 0.1 0.0
H 0.0 0.0 0.0
H 0.0 0.0 0.0
H 0.1 0.0 -0.1
C 0.6 -0.2 -0.6
C 2.1 0.1 0.8
O -1.9 -0.3 -0.7
O -0.6 0.9 0.2
C 0.5 -0.9 0.2
C -0.2 0.0 -0.2
C 0.3 -0.4 0.3
C 0.0 0.0 -0.5
Si -0.2 0.1 0.5
H -0.2 0.0 0.3
H 0.1 0.2 0.0
H -0.3 -0.2 0.0
H -0.2 0.0 -0.3
H -0.1 0.4 0.1
H -0.1 -0.2 0.3
H 0.2 0.3 0.0
H -0.1 0.3 0.0
H -0.1 0.0 -0.3
H 0.1 0.2 0.2
H 0.1 -0.2 0.1
H 0.2 -0.1 -0.1
H 0.1 0.0 -0.1
H 0.0 0.0 -0.1

The net charge is 0. For the LUMO energy, the calculation gives -1.12 eV. Its total energy is -74651.39543 eV. The structure (SMILES) is O=C1c2ccccc2C(=O)c2ccccc21.O=C1c2ccccc2C(=O)c2ccccc21.O=C1c2ccccc2C(=O)c2ccccc21.CC(=O)OCCCC[SiH3].

Entry 2:
Entry from OMol25: a cluster of 8 separate species, C48H40BN2O22S3 in total at a distorted geometry (ωB97M-V with the def2-TZVPD basis set).

Positions of all 116 atoms, in Å:
C  0.528441  -0.407685  4.122566
S  -1.040784  -1.192926  4.310768
O  -0.901376  -2.605545  4.478330
O  -1.718643  -0.567755  5.397142
C  -2.070772  -0.842234  2.742802
O  -1.269653  -0.399325  1.701347
C  -0.488796  -1.347438  1.268576
N  -0.075938  -2.369489  0.881829
O  -2.873451  0.175853  3.122629
C  -4.186536  -0.191366  3.523257
C  -5.305245  0.665244  2.913639
S  -6.785949  -0.183417  2.372620
O  -7.527294  -0.608124  3.508957
O  -7.435712  0.714571  1.485942
C  -4.203462  -1.739145  3.383386
S  -4.119518  -2.688448  4.916278
N  -3.030641  -1.924939  2.406117
B  -3.764391  -1.807395  1.040814
O  -3.969167  -0.586890  0.463981
O  -4.207430  -2.938847  0.516497
H  0.437739  0.604113  3.765613
H  1.076165  -0.435951  5.047547
H  1.118169  -0.944265  3.391301
H  -4.252433  -0.042917  4.588051
H  -4.938516  1.249580  2.083604
H  -5.646521  1.332884  3.685611
H  -6.412196  -1.271208  1.638418
H  -5.024301  -2.235408  2.878315
H  -4.161426  -1.687044  5.806713
H  -2.697567  -2.890901  2.514265
H  -3.269866  -0.435544  -0.183311
H  -4.530100  -2.773653  -0.383324
C  4.163143  -1.850578  -3.617758
C  2.907149  -1.750153  -4.044394
C  1.786788  -2.309318  -3.256045
O  0.631761  -2.215035  -3.622146
C  2.107357  -2.981857  -1.973363
C  3.361102  -3.076003  -1.540729
C  4.488636  -2.520892  -2.333060
O  5.632061  -2.600248  -1.939988
H  4.997875  -1.447259  -4.176467
H  2.648222  -1.259545  -4.974637
H  1.275645  -3.381419  -1.409963
H  3.617418  -3.555298  -0.604119
C  4.243590  2.775671  -2.796144
C  4.654153  1.610921  -3.281124
C  4.944744  1.439404  -4.722955
O  5.324211  0.369813  -5.158507
C  4.759801  2.614305  -5.609186
C  4.346533  3.781378  -5.124020
C  4.057601  3.952620  -3.676903
O  3.684140  5.017742  -3.232907
H  4.028924  2.920331  -1.747670
H  4.796373  0.742531  -2.652268
H  4.979481  2.465762  -6.658763
H  4.204505  4.652888  -5.750128
C  8.089190  0.594717  -2.061040
C  9.231497  -0.085238  -2.047153
C  10.384805  0.364040  -1.226187
O  11.425123  -0.251727  -1.213178
C  10.211772  1.600517  -0.420716
C  9.068488  2.279240  -0.435226
C  7.917439  1.829475  -1.255350
O  6.872674  2.449522  -1.264785
H  7.239211  0.280682  -2.653969
H  9.375480  -0.988419  -2.625886
H  11.063576  1.910696  0.170845
H  8.922567  3.182346  0.143568
C  1.405107  4.982806  4.490945
C  1.462695  3.714171  4.098092
C  2.485429  2.786997  4.639274
O  2.540067  1.625460  4.277728
C  3.441887  3.322912  5.634198
C  3.387648  4.591615  6.030105
C  2.364259  5.523506  5.490966
O  2.309543  6.675093  5.848361
H  0.667868  5.677341  4.108450
H  0.773691  3.303132  3.369977
H  4.179160  2.627632  6.014464
H  4.077340  5.003076  6.755511
C  -1.161879  -4.793800  -2.620902
C  -2.431614  -4.598259  -2.965329
C  -3.537771  -5.058648  -2.090046
O  -4.695938  -4.832415  -2.347203
C  -3.182250  -5.775752  -0.841381
C  -1.916021  -5.976030  -0.502363
C  -0.808970  -5.483415  -1.356084
O  0.337847  -5.618128  -0.995240
H  -0.334251  -4.439787  -3.220110
H  -2.714845  -4.074831  -3.869563
H  -4.009155  -6.101021  -0.222245
H  -1.630768  -6.477887  0.414063
C  -7.682907  -1.521529  -1.695017
C  -8.835326  -1.515796  -2.357584
C  -9.726316  -2.705303  -2.361362
O  -10.772576  -2.702437  -2.964441
C  -9.278793  -3.896963  -1.595676
C  -8.125545  -3.898616  -0.934135
C  -7.241697  -2.711854  -0.932266
O  -6.186183  -2.712904  -0.322171
H  -7.018981  -0.666577  -1.680210
H  -9.177593  -0.656964  -2.920274
H  -9.940561  -4.753156  -1.610324
H  -7.780317  -4.756504  -0.372211
C  -0.828085  3.889502  -1.335120
C  -1.426886  5.015191  -0.958125
C  -0.638953  6.192579  -0.506916
O  -1.185999  7.213578  -0.160267
C  0.839389  6.062896  -0.496833
C  1.437301  4.935776  -0.874059
C  0.650719  3.761429  -1.322255
O  1.192163  2.730693  -1.666984
H  -1.382445  3.020828  -1.668444
H  -2.503462  5.130398  -0.961040
H  1.395010  6.931736  -0.168174
H  2.513101  4.824228  -0.875737

Atomic forces in eV per Å
C -0.1 -0.2 -1.4
S 1.0 -1.2 2.1
O 0.3 -0.7 -1.3
O -0.7 1.2 -0.2
C -1.0 0.5 1.9
O 0.3 0.5 -0.5
C 0.2 -2.6 -1.1
N -0.2 1.9 0.6
O -0.1 1.3 -0.9
C -0.7 -0.9 1.0
C 0.9 -0.8 -0.4
S -0.9 0.9 0.0
O 0.4 -0.9 0.8
O 0.0 0.4 -1.0
C -0.2 0.0 0.2
S -0.1 -0.3 0.0
N 0.0 -1.0 0.3
B -0.1 -0.4 -1.5
O 0.7 0.0 0.5
O 3.1 -0.1 1.5
H -0.2 0.4 0.1
H -0.3 -0.1 0.6
H 0.1 -0.3 -0.2
H 0.3 0.3 0.4
H 0.1 0.0 -0.3
H -0.4 0.3 0.2
H 0.3 0.1 0.1
H -0.4 0.4 -0.3
H 0.3 0.1 -0.2
H 0.5 0.2 0.1
H -0.1 0.6 -0.3
H -0.6 -0.3 0.2
C 0.1 -0.2 0.0
C 0.0 0.0 0.0
C 0.1 0.0 0.2
O -0.2 0.0 -0.2
C 0.1 0.0 0.0
C 0.0 0.0 0.0
C -0.1 0.0 0.0
O 0.1 0.1 0.0
H -0.1 -0.1 0.1
H 0.0 0.0 0.0
H 0.0 0.0 0.0
H 0.0 0.0 0.0
C -0.1 0.0 0.0
C -0.1 0.0 -0.1
C 0.0 0.0 0.1
O 0.1 0.2 -0.2
C 0.0 0.0 0.0
C 0.0 0.0 0.0
C 0.0 -0.1 0.0
O -0.1 0.0 0.0
H 0.0 0.0 0.0
H 0.0 0.0 0.0
H 0.0 0.0 0.0
H 0.0 0.0 0.0
C 0.0 0.0 0.0
C 0.0 0.0 0.0
C 0.0 0.0 0.0
O 0.1 -0.1 0.0
C 0.0 0.0 0.0
C 0.0 0.0 0.0
C 0.0 0.0 0.0
O 0.0 0.0 0.1
H 0.0 0.0 0.0
H 0.0 0.0 0.0
H 0.0 0.0 0.0
H 0.0 0.0 0.0
C -0.1 0.0 -0.1
C 0.0 0.0 0.0
C 0.1 0.0 0.0
O -0.1 0.1 0.0
C 0.0 0.0 0.0
C 0.0 -0.1 0.0
C 0.0 -0.1 0.0
O 0.0 0.1 0.0
H 0.0 0.0 0.0
H 0.0 0.0 0.0
H 0.0 0.0 0.0
H 0.0 0.0 0.0
C 0.1 0.0 0.0
C -0.1 0.0 0.0
C 0.5 -0.1 0.2
O -0.6 0.3 -0.2
C -0.1 -0.1 0.0
C 0.0 0.0 0.1
C -0.1 -0.1 0.2
O 0.2 0.0 -0.1
H 0.0 0.0 0.0
H 0.0 0.0 0.0
H 0.0 0.0 -0.1
H 0.1 0.0 0.0
C 0.1 -0.1 0.1
C 0.0 0.0 0.0
C -0.1 0.0 0.0
O 0.0 0.0 0.0
C 0.0 0.0 0.0
C 0.2 0.0 0.1
C -0.9 0.0 -0.6
O -1.7 0.2 -0.5
H 0.0 0.0 0.0
H 0.0 0.0 0.0
H 0.0 0.0 0.0
H 0.0 0.0 0.0
C 0.0 0.0 0.0
C 0.0 -0.1 0.0
C 0.1 0.0 -0.1
O -0.1 0.1 0.1
C 0.0 0.0 0.0
C 0.0 0.0 0.1
C 0.0 0.1 -0.1
O 0.0 -0.1 0.1
H 0.0 0.0 0.0
H 0.0 0.1 0.0
H 0.0 0.0 0.0
H 0.0 0.0 -0.1

The net charge is +1. For the LUMO energy, the calculation gives -4.04 eV. Its total energy is -131615.21013 eV.